Formula: C5H10OPTm
Source: the Open Molecules 2025 dataset
Level of theory: ωB97M-V/def2-TZVPD

Values from the calculation:
* orbital gap (spin up / spin down): 5.299 / 5.824 eV
* LUMO energy (spin up / spin down): -0.223 / -0.198 eV
* electronic energy: -1698.0949 a.u.
* ⟨S²⟩: 2.0094

The geometry in ORCA input format:
```
! RIJCOSX wB97M-V def2-TZVPD def2/J DEFGRID3
* xyz 0 3
H 0.62030 -4.75396 -0.09390
H 1.53889 3.49430 -1.09351
H -1.32029 -3.68223 -0.11310
H -1.01711 3.81335 -1.88630
C 1.06756 1.24409 -0.98451
P -0.10734 -3.77910 0.68347
C 0.78692 2.71304 -1.22095
O 0.91680 0.50848 1.43265
H 2.01950 0.80086 -1.25652
H -0.58550 -4.66502 1.73766
H 0.35539 1.04754 2.00379
Tm 1.26078 -1.45920 1.49719
C -0.53022 2.88324 -1.61811
C -0.27951 0.60869 -1.44341
H 1.05311 1.11243 0.20774
H -0.43766 -0.46040 -1.38093
H -2.26799 1.46442 -1.88929
C -1.20123 1.59466 -1.68455
*
```

Results of the natural (NBO) charge analysis, in e, for atoms 1 through 6:
1 H 0.054
2 H 0.206
3 H 0.063
4 H 0.208
5 C -0.600
6 P -0.114